(1)
Computed, not measured: a cluster of 8 separate species, C27H51N2O7 in total in a non-equilibrium geometry, with the ωB97M-V functional and the def2-TZVPD basis.

Calculated values
- 2S+1: 1
- Total charge: +1
- HOMO: -10.6 eV

Cartesian coordinates (Å):
C1 4.14 0.73 4.61
H1 -1.96 0.97 -5.14
H2 2.51 1.81 6.67
H3 3.96 -2.14 1.48
H4 4.26 1.61 3.97
H5 9.71 1.28 7.50
H6 -6.09 -1.31 3.56
H7 -6.97 -3.16 1.83
H8 0.67 -1.58 -3.89
H9 3.95 1.83 -6.48
H10 0.66 -0.81 -1.32
H11 -1.31 0.71 2.28
H12 3.38 -0.52 0.02
H13 -1.04 -1.08 -4.05
H14 8.81 2.78 7.24
C2 9.21 1.89 6.76
O1 6.93 1.50 6.21
N1 1.25 -1.88 1.06
C3 -5.16 -1.88 3.61
H15 -2.08 1.10 -9.39
H16 -5.19 -2.57 4.45
H17 2.33 1.12 -6.30
N2 3.93 -1.25 1.98
H18 -0.27 -3.33 1.05
C4 -8.97 -0.67 0.88
H19 0.98 1.39 5.89
O2 0.57 1.46 -3.40
C5 0.00 -0.74 -4.09
H20 7.53 -0.61 5.00
H21 -11.62 -1.07 1.84
H22 -8.01 -0.19 1.00
H23 8.91 -0.86 6.09
C6 0.74 0.35 1.75
C7 -0.60 -0.04 1.92
O3 2.09 -0.46 4.63
H24 -6.07 -4.42 2.72
C8 1.63 -0.62 1.30
O4 -2.68 -0.09 -7.28
C9 -2.07 0.95 -7.27
H25 -11.13 -1.92 3.32
H26 3.32 -1.42 2.78
O5 -8.91 -0.79 3.26
C10 3.41 3.03 -9.01
C11 2.70 0.55 4.96
H27 -8.85 -1.57 0.28
H28 -0.63 1.75 -8.62
H29 9.11 0.07 4.57
H30 -2.16 2.66 -8.56
H31 4.47 -0.15 4.07
H32 -4.33 -1.18 3.75
H33 -1.99 -1.73 1.79
C12 -1.71 1.67 -8.54
H34 -5.73 -4.12 1.01
H35 2.87 3.78 -9.59
C13 -0.97 -1.37 1.66
H36 1.94 -2.55 0.75
C14 -0.03 -2.28 1.24
H37 -10.82 -2.66 1.74
H38 -9.65 0.02 0.38
C15 -4.96 -2.64 2.32
H39 -1.05 -0.31 -1.48
C16 0.22 0.35 -3.07
H40 3.73 2.23 -9.68
H41 0.18 0.87 -1.00
C17 3.15 -0.34 1.08
H42 9.92 2.21 5.99
H43 0.20 -0.35 -5.08
C18 -9.52 -1.04 2.24
C19 -10.86 -1.72 2.28
H44 2.05 2.58 5.13
C20 -1.63 1.59 -5.97
C21 -6.00 -3.65 1.95
H45 4.75 0.84 5.51
H46 4.28 3.51 -8.56
H47 -2.09 2.58 -5.87
H48 3.31 0.72 1.35
H49 -0.55 1.68 -5.95
C22 -0.02 0.00 -1.62
O6 1.37 2.87 -7.80
O7 -3.99 -2.44 1.62
H50 3.39 0.56 -7.60
C23 8.08 1.12 6.13
C24 2.51 2.48 -7.93
C25 8.44 -0.15 5.40
H51 1.05 1.37 1.98
C26 2.02 1.66 5.71
C27 3.09 1.43 -7.02

Atomic partial charges in e from the Löwdin method, atoms 1 to 2: -0.021, 0.068

(2)
Computed, not measured: a structure of composition ClH6O3Zn in a non-equilibrium geometry, with the ωB97M-V functional and the def2-TZVPD basis.

Calculated values
- 2S+1: 2
- <S²>: 0.75
- HOMO (alpha / beta): -10.0 / -10.8 eV

Cartesian coordinates (Å):
H1 16.94 11.43 18.15
O1 20.83 10.53 20.49
H2 21.01 9.97 21.25
H3 20.05 10.15 20.09
H4 17.45 12.81 18.48
H5 20.34 10.49 17.83
Cl1 18.33 9.58 18.62
O2 16.77 12.35 17.99
H6 21.22 9.90 16.74
O3 20.88 10.73 17.07
Zn1 18.11 7.40 17.43

Atomic partial charges in e from the Löwdin method, atoms 1 to 2: -0.096, -0.076

(3)
Computed, not measured: a cluster of 2 separate species, C3H10N2 in total in a non-equilibrium geometry, with the ωB97M-V functional and the def2-TZVPD basis.

Calculated values
- 2S+1: 1
- Structure (SMILES): C=C.NCN
- HOMO: -8.8 eV

Cartesian coordinates (Å):
H1 -2.13 0.88 -0.96
H2 2.00 -0.75 -1.48
N1 -1.38 0.87 1.00
C1 -1.35 0.39 -0.38
H3 -2.48 -1.38 -0.24
H4 -0.85 -1.67 -0.42
H5 2.86 -1.19 0.77
H6 -0.56 1.41 1.23
C2 2.50 -0.21 0.50
H7 -1.61 0.17 1.69
H8 2.44 0.53 1.29
N2 -1.60 -1.02 -0.56
H9 -0.37 0.55 -0.79
H10 1.80 1.02 -1.07
C3 2.09 0.03 -0.74

Atomic partial charges in e from the Löwdin method, atoms 1 to 2: 0.096, 0.053

(4)
Computed, not measured: a cluster of 14 separate species, C40H88N8O26S4 in total in a non-equilibrium geometry, with the ωB97M-V functional and the def2-TZVPD basis.

Calculated values
- 2S+1: 1
- HOMO: -9.0 eV

Cartesian coordinates (Å):
H1 4.39 -0.41 1.28
N1 -5.46 -0.73 -2.31
O1 4.02 3.27 0.39
C1 -3.00 2.48 5.35
C2 -2.47 -3.64 2.85
H2 3.00 -7.32 -0.90
H3 3.01 -6.51 1.62
H4 -5.67 3.71 -3.71
H5 4.40 -3.82 1.98
O2 2.89 -4.05 -4.73
H6 -3.70 -5.19 3.93
C3 1.46 2.02 -3.92
H7 0.82 1.78 -3.07
O3 -3.61 1.98 -1.70
H8 1.01 4.21 -3.93
H9 2.61 2.18 5.66
H10 -0.25 -3.40 -7.95
C4 -0.68 2.20 4.47
O4 -7.02 2.18 3.50
O5 -3.26 3.77 1.68
N2 -0.62 -0.52 -0.78
O6 7.29 -0.08 0.48
O7 0.34 -2.21 -1.95
H11 -0.06 4.73 -0.91
H12 -1.99 -4.50 -5.84
H13 2.21 0.00 -0.77
S1 6.35 -0.98 -0.73
H14 1.72 -0.95 0.57
H15 -5.61 1.96 -1.56
C5 -1.02 -4.13 -6.18
C6 1.82 3.49 -4.03
H16 -0.46 -2.85 1.48
O8 -5.90 -1.62 -0.38
C7 -4.96 2.95 -3.40
H17 4.85 -3.30 -2.41
C8 2.87 -5.30 0.10
H18 -5.42 0.97 0.77
H19 1.73 -1.34 2.93
H20 -7.48 -1.31 -2.20
O9 4.59 -4.95 -6.51
H21 -2.52 -5.03 1.43
H22 -2.21 1.44 3.56
H23 5.05 -1.59 2.35
H24 1.48 -6.39 -1.28
H25 3.28 1.07 -4.64
C9 -0.39 5.15 0.04
H26 -4.74 -0.49 -2.98
C10 4.52 -2.81 -3.33
H27 -3.21 3.55 5.29
C11 -0.09 2.93 5.72
C12 3.01 2.80 1.18
O10 5.43 -0.07 -1.40
H28 -1.52 -0.73 -1.19
H29 0.80 -2.39 4.10
H30 -5.88 0.32 2.36
H31 -5.24 2.07 -3.97
O11 -1.31 -1.94 -6.82
H32 2.63 3.79 -1.89
S2 4.86 4.52 1.02
C13 -6.23 4.42 3.00
C14 -2.36 4.55 1.49
N3 -5.22 2.37 2.24
O12 6.04 4.14 1.78
H33 0.18 5.05 0.96
H34 -0.62 3.73 6.26
C15 5.31 -0.97 1.49
H35 -6.94 4.74 3.76
H36 -7.29 0.15 -3.15
N4 -1.57 4.45 0.43
H37 1.70 -7.16 0.16
O13 3.60 4.78 2.05
C16 1.78 -0.97 -0.52
O14 2.86 -4.20 -0.32
H38 0.82 3.45 5.43
H39 -6.81 -1.40 -3.76
N5 1.92 -0.65 4.83
H40 5.02 -5.37 2.65
C17 -2.09 5.70 2.47
H41 2.26 3.51 -5.02
H42 -0.80 -3.70 -4.07
H43 -1.00 -3.68 0.02
H44 -4.57 -4.32 2.73
H45 2.59 -2.07 -3.82
H46 4.08 1.53 5.95
H47 -3.93 1.94 5.18
C18 3.04 1.20 5.85
C19 -6.17 2.90 3.01
C20 -3.77 -4.21 3.47
H48 -2.47 6.56 1.93
C21 -6.80 -0.78 -2.86
O15 3.49 2.21 -2.76
H49 -6.41 4.94 2.05
H50 0.99 1.70 -4.84
O16 -2.41 1.08 -3.85
N6 -1.98 -4.28 1.85
H51 -2.49 5.57 3.48
O17 3.54 0.49 3.68
O18 5.58 -1.85 0.45
C22 2.27 -6.58 -0.56
H52 -0.51 6.21 -0.17
H53 -2.70 2.38 6.40
H54 -1.63 0.63 0.63
N7 -2.00 2.00 4.38
H55 -1.05 6.05 2.47
H56 -4.00 -3.52 4.28
H57 -0.32 1.48 -0.25
C23 -3.59 -1.70 -0.92
C24 -5.07 -1.29 -1.19
O19 -1.45 3.04 -2.53
H58 2.05 3.87 2.84
C25 -1.31 -1.95 -5.38
C26 6.51 0.03 1.70
C27 0.40 -1.27 -1.12
H59 -2.33 -1.90 -5.00
H60 7.00 -0.34 2.60
H61 2.46 -3.59 -2.88
H62 -2.05 -3.52 -7.91
C28 3.03 3.57 2.46
H63 3.66 2.96 3.10
H64 -4.86 3.39 -1.18
O20 -2.02 -2.59 3.31
S3 4.38 -4.62 -5.06
C29 2.78 1.28 -3.70
H65 -5.26 4.87 3.21
H66 2.44 -1.81 -0.74
H67 -0.21 -4.86 -6.24
H68 0.00 -4.54 1.22
O21 4.99 5.61 0.06
H69 -1.67 3.64 -0.16
H70 -3.38 -1.13 -0.01
O22 4.67 -5.68 -4.13
C30 2.89 0.30 4.67
H71 -2.86 -1.50 -1.70
O23 7.21 -1.89 -1.50
H72 2.12 2.85 0.55
C31 4.15 -4.84 2.29
C32 2.97 -3.09 -3.71
H73 2.52 -2.59 4.04
C33 2.98 3.56 -2.90
O24 -3.67 3.38 -3.65
S4 -2.63 2.27 -2.99
O25 0.03 1.88 3.51
H74 0.15 2.20 6.49
H75 -4.39 2.86 1.97
H76 0.05 0.48 1.10
H77 2.62 0.30 -3.27
H78 -4.18 0.50 1.99
H79 3.24 1.76 1.40
H80 4.78 -1.75 -3.27
H81 3.39 -4.74 3.07
C34 -0.80 -3.81 1.09
H82 -3.47 -2.76 -0.67
H83 1.42 -0.64 5.70
C35 1.73 -1.85 3.89
H84 -0.75 -1.08 -5.04
H85 0.53 -3.22 -5.15
C36 -5.16 0.94 1.83
C37 -1.15 -3.23 -7.37
H86 2.73 0.82 6.83
N8 3.46 -5.67 1.27
C38 -4.81 2.60 -1.92
H87 6.30 1.07 1.95
C39 -0.62 0.55 0.24
O26 5.18 -3.27 -4.49
H88 3.78 4.24 -3.17
C40 -0.56 -3.27 -5.05

Atomic partial charges in e from the Löwdin method, atoms 1 to 2: 0.094, 0.018

(5)
Computed, not measured: the ion C4H13N2S with charge +1, with the ωB97M-V functional and the def2-TZVPD basis.

Calculated values
- 2S+1: 1
- Structure (SMILES): CNC[C@H]([NH3+])CS
- Total charge: +1
- HOMO: -12.4 eV

Cartesian coordinates (Å):
H1 -0.92 2.07 0.98
H2 2.69 -0.06 -2.52
H3 1.33 -2.46 -0.27
C1 -0.58 0.02 0.94
H4 -0.03 0.17 1.87
H5 1.90 0.90 0.41
H6 -1.34 -0.74 1.22
H7 -2.43 2.24 -0.78
H8 1.09 1.14 -1.11
H9 -0.14 -0.86 -1.00
S1 2.93 -0.45 -1.27
N1 -1.16 1.22 0.50
H10 -2.41 0.52 -1.05
H11 1.67 -1.70 1.17
C2 1.52 0.38 -0.47
H12 0.20 -2.38 0.93
H13 -3.28 1.14 0.34
C3 -2.39 1.28 -0.27
N2 0.95 -1.86 0.46
C4 0.39 -0.57 -0.09

Atomic partial charges in e from the Löwdin method, atoms 1 to 2: 0.125, -0.118

(6)
Computed, not measured: a structure of composition C4H5N3O in a non-equilibrium geometry, with the ωB97M-V functional and the def2-TZVPD basis.

Calculated values
- 2S+1: 1
- HOMO (alpha / beta): -8.7 / -8.7 eV

Cartesian coordinates (Å):
C1 -0.99 -0.42 -0.14
C2 0.61 -1.49 -0.35
C3 -0.38 0.85 0.19
H1 -2.01 -2.03 0.10
N1 -0.90 1.98 0.51
N2 1.93 1.67 -0.25
O1 1.52 -0.56 0.02
N3 -1.68 -1.19 0.57
H2 -1.89 1.89 0.74
H3 1.48 2.59 -0.20
C4 1.09 0.77 -0.04
H4 0.54 -1.67 -1.42
H5 0.69 -2.39 0.27

Atomic partial charges in e from the Löwdin method, atoms 1 to 2: -0.164, -0.052

(7)
Computed, not measured: a cluster of 3 separate species, C4H16NO2 in total in a non-equilibrium geometry, with the ωB97M-V functional and the def2-TZVPD basis.

Calculated values
- 2S+1: 1
- Total charge: +1
- HOMO: -14.7 eV

Cartesian coordinates (Å):
N1 0.77 -0.44 -0.95
H1 -1.43 -2.40 2.69
H2 1.15 1.84 -2.88
H3 -0.90 -2.63 0.57
C1 -0.79 -1.58 2.40
H4 0.54 1.11 -3.92
C2 -0.73 -1.56 0.82
C3 0.66 -1.14 0.41
H5 2.01 4.53 -0.72
H6 0.13 -0.91 -1.60
H7 1.05 -0.50 1.24
H8 -1.36 0.38 0.13
H9 1.27 -2.05 0.43
O1 1.16 4.17 -0.42
H10 -2.64 -0.34 0.95
C4 -1.81 -0.62 0.27
H11 1.77 -0.42 -1.16
O2 0.70 0.97 -2.97
H12 0.65 0.56 -0.80
H13 -1.27 -0.70 2.83
H14 0.17 -1.79 2.88
H15 1.05 4.54 0.47
H16 -2.14 -1.02 -0.68

Atomic partial charges in e from the Löwdin method, atoms 1 to 2: 0.162, 0.079

(8)
Computed, not measured: an isolated molecule of C4H5N in a non-equilibrium geometry, with the ωB97M-V functional and the def2-TZVPD basis.

Calculated values
- 2S+1: 1
- HOMO: -9.2 eV

Cartesian coordinates (Å):
C1 -0.09 -0.74 0.68
H1 0.84 -1.30 0.56
H2 -0.33 1.30 1.48
H3 -0.69 -1.08 1.51
N1 0.45 -0.48 -2.78
H4 -0.59 1.14 -0.21
C2 -0.05 -0.38 -1.74
C3 -0.82 -0.32 -0.53
C4 0.13 0.78 0.64
H5 1.15 1.08 0.39

Atomic partial charges in e from the Löwdin method, atoms 1 to 2: -0.218, 0.115

For the records above, the corresponding calculated total energy values read -1695.34500, -2468.80173, -229.75763, -5563.74976, -667.64233, -394.78154, -366.97019, -210.02337 a.u..
For the records above, the corresponding energy relative to the best compared isomer or geometry (same formula, charge and spin) values read 0.0, 7.4, 32.4, 90.5, 23.5, 116.7, 37.2, 88.1 kcal/mol.